(1)
The following is a quantum chemistry calculation of a molecular structure, C30H28BBr4Cl2F4N3O3SeSi2W, from the Open Molecules 2025 dataset.

Results
LUMO = -2.20 eV
Highest occupied orbital energy = -8.209 eV
Relative energy (zero: lowest compared OMol25 entry of this formula, charge and spin) = 3.168 eV
2S+1 = 1

Each line ends with the Mulliken charge.
Geometry (Å):
1 H -4.127400 -3.260200 -1.046400  0.364
2 C -1.429800 4.859300 1.490800  0.308
3 C -3.899500 -3.124500 0.000700  -0.633
4 H -2.481700 -2.673300 -3.071600  0.454
5 C -1.209600 2.064800 -4.728000  -0.928
6 H 1.454900 -5.766100 -0.082200  0.338
7 O 1.079300 -0.441800 -1.381900  0.260
8 Si -1.962400 -1.228200 -1.021300  1.450
9 N -0.502900 1.552800 -2.060300  0.493
10 H 0.242600 -2.590700 3.441700  0.209
11 O 0.941300 1.687800 0.439400  -0.616
12 C -1.968100 3.623000 1.129100  -0.135
13 C -2.593400 -2.053800 1.728200  0.255
14 Br 0.681000 6.692600 2.042500  -0.168
15 H 1.595400 -1.461400 -5.765900  0.526
16 H -1.511400 2.223800 -5.750600  0.457
17 F 2.212200 0.473700 3.455700  -0.293
18 B 2.959200 -0.201800 2.576000  -0.068
19 F 1.880400 -0.340900 1.320400  -0.325
20 H -5.363300 -4.552800 0.638100  0.404
21 H -1.021400 -2.041400 4.525100  0.477
22 C 0.030600 0.823000 -3.071500  -0.190
23 C -1.704900 2.823000 -3.700000  -1.228
24 F 3.222400 -1.490600 2.849500  -0.295
25 H -3.089300 0.092000 -2.911100  0.281
26 C 1.155100 -0.815300 -5.022500  -0.507
27 C -0.306100 -1.714600 3.776800  -1.169
28 C -4.600300 -3.851800 0.945400  -0.793
29 C -2.284400 0.498800 3.298200  -1.418
30 H -2.665800 0.084200 4.226300  0.485
31 H 4.510300 -1.063800 -1.509100  0.402
32 Br -3.828400 3.336600 1.007700  -0.108
33 H 5.845500 -3.040300 -0.484700  0.536
34 C 2.681500 -3.251200 0.082900  -0.237
35 H -2.396300 3.629500 -3.882200  0.476
36 C 1.445500 -1.033600 -3.673300  1.055
37 C 2.226600 -5.620000 0.675600  -0.883
38 Si -1.205500 -0.802000 2.325200  0.875
39 F 3.993400 0.464500 2.054600  -0.275
40 H -1.716900 1.393100 3.553400  0.373
41 H -4.292500 -0.719600 -1.926000  0.492
42 C 4.863400 -3.388900 -0.241600  -0.601
43 H 0.400900 -1.052600 4.270300  0.383
44 C -1.320900 2.535300 -2.385000  -0.130
45 H 4.480300 -0.644100 0.218500  0.472
46 C 0.907200 -0.227500 -2.676800  -0.970
47 C 4.422200 -4.619600 0.103400  -0.535
48 H -4.864900 -4.219700 3.040000  0.401
49 C -2.898700 -2.226400 0.364400  0.609
50 C -1.121000 2.569000 0.822500  -0.368
51 H 2.837000 -6.515900 0.768700  0.318
52 H -3.123000 -2.641400 3.714200  0.265
53 C 0.296700 0.189200 -5.396000  0.784
54 Cl 2.425700 -2.382100 -3.247600  -0.200
55 H -3.535200 0.745400 -1.342300  0.196
56 N 3.783900 -2.548200 -0.259000  0.603
57 Cl -0.074500 0.405100 -7.063800  -0.265
58 C 3.945000 -1.154300 -0.581500  -0.804
59 H -1.432700 -3.547900 -1.971300  0.395
60 Br 2.680000 4.209900 1.185400  -0.113
61 W -0.038900 -0.021100 0.183900  1.895
62 N 3.077800 -4.527100 0.302200  0.215
63 C 0.812800 3.997000 1.177400  -0.199
64 H 4.949700 -5.543700 0.212000  0.461
65 C -3.352700 -0.176400 -1.889300  -1.413
66 C -3.331300 -2.774500 2.663500  -0.620
67 H -1.725400 3.119400 -1.569100  0.378
68 H 2.974200 -0.676900 -0.712400  -0.148
69 H 1.723300 -5.401000 1.618900  0.316
70 C -4.319700 -3.667100 2.287900  -0.850
71 C -0.290300 1.039200 -4.435100  -0.163
72 Se 0.850700 -2.785300 0.198500  -0.089
73 C -1.628900 -2.572000 -2.409800  -1.210
74 C -0.048800 5.035000 1.532800  0.366
75 O -1.468400 1.326900 0.495500  -0.665
76 Br -2.580300 6.290800 1.913900  -0.152
77 H -3.138400 0.808200 2.702300  0.248
78 C 0.284100 2.765300 0.816200  0.323
79 H -0.773800 -2.313800 -3.031500  0.166

Forces on atoms 1 to 2 (eV/Å):
H -0.1 -0.1 -0.2
C -0.1 0.0 0.0

(2)
The following is a quantum chemistry calculation of a molecular structure, C30H28BN7O2SbV, from the Open Molecules 2025 dataset.

Results
Net charge = +2
LUMO (alpha / beta) = -5.49 / -5.47 eV
Highest occupied orbital energy (alpha / beta) = -13.013 / -13.041 eV
<S²> = 2.0221
2S+1 = 3

Each line ends with the Mulliken spin population.
Geometry (Å):
1 H -5.994335 0.594567 0.216077  0.000
2 C -2.733299 1.223449 0.848163  0.033
3 H 0.113464 5.241106 -0.996733  0.000
4 C -0.067157 -5.071734 -0.554176  0.010
5 N 1.882484 0.032635 -0.570983  -0.030
6 C -2.925187 -0.353352 -0.842667  0.004
7 C -0.508781 -0.141604 -5.805089  0.002
8 C 4.108527 0.003819 -0.448192  -0.004
9 C -0.337422 -0.293809 3.735231  -0.011
10 H 1.507684 1.028083 6.790611  0.000
11 C -1.898666 2.044334 1.771721  0.000
12 C 1.469208 1.023419 4.658329  0.001
13 H 2.325508 1.657207 4.535202  0.000
14 H -1.615202 3.132138 -1.295111  -0.001
15 H 4.264320 2.105958 -0.192346  0.000
16 H 2.922681 -1.826645 -0.735812  -0.001
17 N 0.111055 1.972654 -0.807994  -0.011
18 N -0.004010 -0.116019 -3.046871  0.038
19 N 3.675143 1.301678 -0.339406  0.003
20 H 2.595098 1.626659 -4.222498  0.000
21 H -2.216181 3.087823 1.711979  0.001
22 C 1.357141 2.333501 -0.531542  0.083
23 C 1.477284 -2.500104 1.672445  0.003
24 O 1.006401 0.714551 2.238926  -0.027
25 H -1.673428 -1.294562 5.091051  0.000
26 N -0.037287 -2.296334 -0.272873  -0.012
27 C 0.810004 0.516535 -3.902077  0.010
28 C 2.992684 -0.765232 -0.598984  0.008
29 H -4.545200 1.973848 1.688115  0.000
30 H -4.914345 -0.935927 -1.414320  -0.001
31 C -0.877622 -4.267583 -1.344286  -0.017
32 H 5.144517 -0.245088 -0.419366  0.000
33 H 1.306815 -5.041222 1.079156  0.000
34 H 2.630873 0.616616 -2.785691  -0.001
35 C 2.000656 1.260400 -3.391109  0.013
36 C 0.270079 4.192071 -0.901856  -0.001
37 C -0.813730 -0.658220 4.976514  0.001
38 C -4.309719 -0.304721 -0.773743  -0.024
39 O -0.821151 -0.636189 2.499204  -0.073
40 H 2.425729 -3.031519 1.765936  0.001
41 H -2.230247 -1.326217 -5.282946  0.000
42 C 0.698600 -4.461095 0.405672  -0.003
43 H 1.691787 2.120103 -2.806353  -0.001
44 B 0.016160 -0.019172 1.579169  -0.035
45 C -0.115106 -0.158321 6.071654  0.001
46 H -0.065766 -6.141419 -0.666981  0.000
47 H -2.057218 1.711969 2.797370  0.002
48 H 2.333868 4.212130 -0.398159  0.000
49 H -1.545440 -4.711410 -2.069851  0.000
50 C -0.841291 -2.896264 -1.173818  0.010
51 C 2.330002 1.269633 -0.415576  -0.026
52 H -0.695927 -0.144883 -6.868928  0.000
53 H -0.833712 1.997593 1.549441  0.002
54 H 0.926365 -2.650310 2.603162  0.001
55 V -0.219046 -0.168282 -0.510098  2.036
56 C -0.574008 3.130771 -1.045645  0.012
57 C -4.121691 1.309408 0.952776  -0.006
58 C -4.922518 0.546699 0.140893  0.015
59 C 0.581407 0.513321 -5.277125  0.000
60 C 0.772283 0.522745 3.581082  -0.012
61 N 1.499844 3.673682 -0.576470  0.003
62 H 1.689682 -1.439360 1.568616  -0.003
63 N -2.159009 0.415459 -0.039863  -0.009
64 Sb -2.357757 -1.868547 -2.314314  -0.001
65 C -1.356406 -0.794971 -4.922771  -0.005
66 H 1.268741 1.035093 -5.919712  0.000
67 C 0.689884 -3.073232 0.542724  0.030
68 H -0.446399 -0.413143 7.066005  0.000
69 C -1.059616 -0.757812 -3.570941  -0.008
70 C 0.997901 0.662644 5.916055  0.000

Forces on atoms 1 to 2 (eV/Å):
H -0.2 0.0 0.0
C -0.1 0.3 0.3

(3)
The following is a quantum chemistry calculation of a molecular structure, C30H28Br2CrF5N6OS6, from the Open Molecules 2025 dataset.

Results
Net charge = -1
LUMO (alpha / beta) = 2.12 / 2.12 eV
Highest occupied orbital energy (alpha / beta) = -3.211 / -3.258 eV
Relative energy (zero: lowest compared OMol25 entry of this formula, charge and spin) = 0.460 eV
<S²> = 6.0166
2S+1 = 5

Each line ends with the Mulliken spin population.
Geometry (Å):
1 N -1.339607 4.037311 -0.951953  0.004
2 H -0.203883 6.435189 -0.259936  0.000
3 H -2.890223 4.177852 0.492315  0.000
4 H 1.051107 -1.259754 2.874293  0.026
5 C -1.072094 -2.430402 -0.707103  0.072
6 S -0.876477 1.065685 3.445356  0.001
7 H -2.873407 -2.410372 1.686858  -0.001
8 Br 5.912973 -3.828501 1.479521  0.000
9 C -2.330864 0.759459 -2.239863  0.019
10 C 1.957240 -1.806176 2.645790  -0.014
11 F -0.912283 -1.888947 -1.929578  0.019
12 Cr 1.392290 -0.444276 0.084543  4.130
13 C -0.127405 5.657910 0.501807  0.000
14 C 2.322124 -4.190360 -3.872953  -0.001
15 H -3.271781 -0.854281 -3.267078  0.000
16 C 2.187035 -1.978012 -2.986125  0.016
17 C 5.547529 3.908913 0.300966  0.000
18 C -1.991384 2.106585 -2.284234  -0.002
19 H -2.039851 0.167624 -1.383838  -0.003
20 C 3.790099 2.103962 1.114932  -0.007
21 H -5.127198 -0.595690 2.647150  0.000
22 C 4.076690 1.773840 -0.167744  0.023
23 C -2.349602 2.890215 -3.375118  0.002
24 H 2.228890 -2.561320 4.623148  0.000
25 S 6.695057 5.117235 0.231574  0.000
26 C -2.663561 4.490056 -0.532589  0.001
27 O 0.230798 0.971872 -0.846168  -0.013
28 C -3.023111 0.198725 -3.300915  0.001
29 C 3.570450 -2.285532 1.079730  0.018
30 H -2.054403 3.930356 -3.407474  0.000
31 H -4.394593 -0.644648 1.039728  0.000
32 C -0.514818 -1.512386 0.400726  -0.151
33 N -2.156850 -1.190628 3.979708  0.001
34 C 2.244492 -2.823958 -4.083046  0.008
35 H 0.843383 5.729165 0.986362  0.000
36 F -2.396753 -2.681249 -0.578979  0.002
37 H 1.380530 3.098733 0.686568  -0.017
38 C -3.679714 -2.172935 2.380240  0.001
39 H 4.365369 -3.732519 4.029391  0.001
40 H -3.340622 2.932415 -5.268202  0.000
41 C 3.814329 -3.158647 3.296885  0.012
42 C -2.146692 -0.021994 3.309278  -0.003
43 C -3.150442 -2.232912 3.802138  0.001
44 C 4.285498 -3.022973 2.006458  -0.012
45 H -2.674986 -3.193886 3.997784  0.000
46 N 2.196833 -2.421360 -1.730370  -0.014
47 S 4.668711 3.498425 1.713828  -0.001
48 H 2.370518 -4.888311 -4.697752  0.000
49 C -4.192016 -0.770721 2.103607  -0.001
50 C -0.274100 4.303588 -0.096459  0.002
51 N 2.409409 -1.711483 1.391179  -0.100
52 N -3.196500 0.217514 2.495056  -0.001
53 C -0.125143 2.136090 -0.638030  -0.019
54 C 2.274780 -3.730313 -1.524102  0.028
55 C 0.485308 3.211024 0.093595  -0.010
56 Br 2.442856 -6.490804 -2.182810  0.001
57 H 2.137726 -0.901874 -3.108772  -0.017
58 H -1.360933 -1.338766 4.574331  0.000
59 S 3.417056 0.451329 -1.102485  -0.010
60 C 2.340169 -4.639497 -2.566774  0.002
61 F -0.463285 -3.629122 -0.707062  0.007
62 H -0.896418 5.838205 1.256426  0.000
63 H -3.946805 0.532018 -5.212073  0.000
64 C 2.626584 -2.522967 3.618935  -0.006
65 F -1.561628 -0.587239 0.547632  -0.043
66 N -1.271157 2.661931 -1.204409  0.002
67 S 5.263839 2.785971 -0.959889  0.001
68 H -2.700261 5.575360 -0.599359  0.000
69 S 2.644748 1.342621 2.175475  0.036
70 C -3.062601 2.320315 -4.419661  0.000
71 H 2.233943 -2.415221 -5.083903  0.000
72 H -3.410519 4.077781 -1.206465  0.000
73 H -3.048556 1.012183 1.896515  -0.001
74 H 2.279129 -4.073741 -0.496132  0.001
75 H 3.935490 -2.113229 0.075052  0.001
76 H -3.971408 -2.111471 4.519408  0.000
77 C -3.398928 0.974091 -4.390204  0.000
78 F -0.656372 -2.325787 1.541211  0.007
79 H -4.483747 -2.897283 2.244108  0.000

Forces on atoms 1 to 2 (eV/Å):
N 0.0 0.0 -0.1
H 0.0 0.0 0.0

| no. | largest force on an atom (eV/A) | E (Ha) |
| --- | --- | --- |
| 1 | 5.1 | -16238.54249 |
| 2 | 1.5 | -2902.54022 |
| 3 | 0.9 | -10644.89276 |